# 1
{"formula": "C5H8N", "method": "the ωB97M-V functional and the def2-TZVPD basis", "charge": 1, "homo_ev": -14.45, "smiles": "C=C[C@@H]1C[N+]1=C", "e_lumo_ev": -5.249, "multiplicity": 1, "gap_ev": 9.20, "elements": ["C", "C", "C", "C", "C", "N", "H", "H", "H", "H", "H", "H", "H", "H"], "xyz": [[-0.87298, -0.81763, -1.00712], [1.40187, 0.22445, 1.65495], [-0.55684, -2.04195, -1.46966], [0.01544, 1.66576, 0.04485], [-0.75093, 0.37751, 0.35424], [0.50541, 0.69922, 0.93049], [-1.65190, -0.11401, -1.31204], [0.16920, -2.53648, -0.98131], [1.33418, -0.70519, 2.08237], [2.44691, 0.55018, 1.49218], [-0.80318, -2.24167, -2.47795], [0.66833, 1.98213, -0.78189], [-0.22819, 2.67511, 0.59510], [-1.67730, 0.28258, 0.87579]], "atomic_forces_ev_per_a": [[-1.361, 2.486, 1.881], [2.957, 1.062, -1.958], [-1.007, 4.632, 0.585], [-0.175, 3.275, 0.568], [1.309, -2.432, -3.106], [-0.755, -1.123, 1.244], [0.049, -1.019, -1.633], [2.287, -2.240, 1.424], [-0.886, -2.033, 1.350], [-0.716, 0.702, 0.740], [-0.697, -0.612, -0.682], [-0.616, -1.007, -0.294], [-0.143, -2.202, -0.811], [-0.246, 0.510, 0.691]]}

# 2
{"formula": "C8H8", "method": "the ωB97M-V functional and the def2-TZVPD basis", "charge": 0, "homo_ev": -6.43, "e_lumo_ev": 0.131, "multiplicity": 1, "gap_ev": 6.56, "elements": ["C", "C", "C", "C", "C", "C", "C", "C", "H", "H", "H", "H", "H", "H", "H", "H"], "xyz": [[1.00887, -0.26419, 1.06693], [0.79386, -1.48912, 0.45138], [-0.38595, -1.66788, -0.31096], [-1.27745, -0.62800, -0.49525], [-1.08943, 0.58891, 0.21724], [0.07902, 0.77701, 0.93113], [-0.00926, 1.00516, -1.09642], [0.95972, 1.63200, -0.84072], [1.91944, -0.07250, 1.59004], [1.53948, -2.31159, 0.47265], [-0.59641, -2.56473, -0.88044], [-2.21485, -0.79264, -0.99807], [-1.77686, 1.36358, 0.09344], [0.25874, 1.77906, 1.35284], [-0.73363, 0.35901, -1.41434], [1.52471, 2.28591, -0.13944]], "atomic_forces_ev_per_a": [[-0.358, -0.781, 0.205], [-0.238, -0.368, -0.365], [-0.012, 0.331, -0.381], [-1.972, -3.131, 5.531], [-2.969, -3.074, 4.984], [-1.347, -1.313, 2.759], [1.054, 1.976, -6.149], [6.461, 5.464, -1.130], [0.436, 0.028, 0.328], [-0.583, 0.792, 0.200], [0.308, -0.199, 0.243], [-0.048, 0.133, -0.549], [-1.116, 0.991, 0.151], [-0.188, -0.895, -0.157], [1.349, 1.109, -4.528], [-0.776, -1.062, -1.142]]}

# 3
{"formula": "C5H11NO2", "method": "the ωB97M-V functional and the def2-TZVPD basis", "charge": 0, "homo_ev": -9.28, "smiles": "C=C(C)N.CC(=O)O", "e_lumo_ev": 0.758, "multiplicity": 1, "gap_ev": 10.04, "elements": ["C", "C", "C", "N", "H", "H", "H", "H", "H", "H", "H", "H", "O", "C", "O", "C", "H", "H", "H"], "xyz": [[-1.11297, 1.02028, 1.63558], [-1.90166, 0.40880, 0.53291], [-2.79772, 1.04471, -0.20356], [-1.51030, -0.94646, 0.19945], [-1.53194, 1.98451, 1.91035], [-1.07402, 0.37863, 2.51471], [-0.09558, 1.18086, 1.29348], [-3.23231, 0.57868, -1.07138], [-3.05008, 2.05765, 0.05586], [-1.68646, -1.57012, 0.95508], [-0.03386, -1.00485, 0.08454], [-2.01937, -1.25361, -0.62235], [1.43371, 0.90555, -0.59498], [1.71378, -0.27625, -0.59336], [0.98849, -1.19784, -0.02292], [2.97908, -0.79197, -1.24711], [3.09325, -1.85686, -1.09732], [2.95797, -0.54694, -2.30193], [3.81397, -0.26078, -0.79265]], "atomic_forces_ev_per_a": [[-0.152, 0.042, 0.174], [0.047, -0.476, -0.277], [0.226, 0.035, 0.241], [-0.507, 1.161, -0.468], [-0.051, -0.001, 0.077], [-0.039, -0.052, 0.121], [0.227, -0.020, -0.099], [-0.296, -0.005, -0.092], [-0.089, 0.198, -0.215], [-0.234, -0.580, 0.677], [0.740, 0.237, -0.165], [0.070, -0.154, 0.104], [-0.151, 0.026, -0.118], [0.396, 0.705, -0.260], [-0.198, -1.130, 0.097], [-0.105, 0.175, 0.532], [0.040, -0.170, -0.058], [-0.015, 0.025, -0.178], [0.093, -0.017, -0.093]]}

# 4
{"formula": "H13O6", "method": "the ωB97M-V functional and the def2-TZVPD basis", "charge": 1, "homo_ev": -14.85, "e_lumo_ev": -3.342, "multiplicity": 1, "gap_ev": 11.51, "elements": ["O", "H", "H", "H", "O", "H", "H", "O", "H", "H", "O", "H", "H", "O", "H", "H", "O", "H", "H"], "xyz": [[-0.84537, -0.08332, -0.08463], [-0.63437, -0.17532, 0.82737], [-0.76037, -0.91632, -0.78663], [-0.20337, 0.47168, -0.50263], [0.04063, 1.67868, -2.09763], [-0.09837, 1.39368, -3.03063], [0.38663, 2.50768, -2.36363], [-0.68937, -0.85732, 2.51637], [-1.53337, -1.12632, 2.92537], [-0.03737, -1.48232, 2.61637], [-0.89237, -2.55032, -0.94363], [-0.16937, -2.79932, -0.50263], [-0.83837, -3.16732, -1.76263], [0.12663, 2.39368, 1.43837], [-0.40737, 2.39268, 2.19337], [0.26363, 3.25868, 1.07137], [2.00363, -0.47332, -0.22963], [1.57663, -0.78832, -0.91863], [2.71163, 0.32268, -0.36563]], "atomic_forces_ev_per_a": [[-1.126, -1.563, -4.662], [0.535, -1.069, 2.798], [-0.984, 0.414, 2.615], [1.112, 2.263, -0.332], [-0.497, -1.470, -1.534], [-0.325, -0.657, 0.942], [0.834, 1.921, 0.650], [-2.854, 2.696, -0.842], [0.845, -0.125, -0.177], [2.117, -2.451, 0.798], [-3.741, 0.278, -5.053], [4.572, -1.684, 3.258], [-0.539, 1.682, 1.736], [1.386, -1.387, -2.000], [-1.158, 0.600, 1.670], [-0.257, 0.644, 0.274], [5.219, 4.803, 6.004], [-2.143, -1.652, -5.902], [-2.996, -3.242, -0.244]]}